{"formula": "C22H60O12S9", "method": "ωB97M-V with the def2-TZVPD basis set", "elements": ["C", "C", "C", "O", "C", "O", "O", "H", "H", "H", "H", "H", "H", "C", "S", "O", "C", "H", "H", "H", "H", "H", "H", "C", "S", "O", "C", "H", "H", "H", "H", "H", "H", "C", "S", "O", "C", "H", "H", "H", "H", "H", "H", "C", "S", "O", "C", "H", "H", "H", "H", "H", "H", "C", "S", "O", "C", "H", "H", "H", "H", "H", "H", "C", "S", "O", "C", "H", "H", "H", "H", "H", "H", "C", "S", "O", "C", "H", "H", "H", "H", "H", "H", "C", "S", "O", "C", "H", "H", "H", "H", "H", "H", "C", "S", "O", "C", "H", "H", "H", "H", "H", "H"], "positions_angstrom": [[21.825001, 13.071907, 5.394761], [21.228072, 13.649354, 6.663857], [20.662192, 12.699804, 7.651259], [21.114842, 13.203409, 8.921560], [22.159140, 14.022820, 8.720554], [22.824372, 14.499151, 9.576456], [22.355304, 14.173433, 7.384931], [22.587424, 12.324251, 5.610836], [22.398964, 13.792066, 4.805577], [21.102058, 12.656593, 4.692531], [20.509193, 14.461786, 6.507918], [21.102346, 11.702378, 7.536297], [19.585480, 12.630313, 7.766593], [28.718282, 9.934702, 1.946162], [27.838805, 8.467106, 2.628826], [28.355593, 8.115270, 4.003669], [26.264972, 9.292959, 3.048212], [29.691955, 9.608759, 1.578452], [28.951711, 10.657034, 2.733029], [28.215276, 10.492343, 1.156900], [26.367418, 9.621659, 4.080475], [25.566439, 8.459543, 3.081320], [25.960448, 10.018984, 2.300993], [16.802680, 10.022773, 7.517998], [17.656479, 10.628158, 6.029962], [17.963390, 12.080878, 6.097139], [19.185853, 9.675403, 6.383028], [15.810562, 10.389278, 7.221953], [17.010639, 10.600093, 8.420883], [16.777805, 8.957271, 7.711905], [18.961282, 8.628371, 6.579835], [19.710530, 10.148067, 7.204661], [19.768234, 9.627765, 5.462874], [22.383851, 12.345547, 1.826056], [20.805664, 13.217703, 1.545665], [20.520942, 13.366258, 0.069300], [19.522138, 12.064757, 2.135548], [22.951328, 12.645641, 2.706191], [22.995789, 12.540916, 0.945511], [22.237137, 11.265856, 1.920260], [19.837901, 11.056763, 1.853326], [18.637543, 12.356644, 1.583419], [19.508421, 12.137092, 3.221272], [22.855373, 2.182761, 6.891613], [21.533096, 3.389070, 6.800135], [20.408537, 2.956639, 7.700722], [22.352112, 4.887373, 7.413688], [22.413720, 1.221498, 6.604357], [23.195895, 1.989854, 7.911668], [23.664422, 2.242567, 6.164377], [23.431492, 4.754548, 7.287094], [22.151491, 4.883891, 8.487231], [22.124929, 5.847146, 6.954277], [21.583796, 9.778994, -1.317474], [21.479327, 8.352747, -0.134279], [20.713049, 8.820762, 1.072164], [20.604278, 7.087913, -1.059496], [20.537848, 10.070086, -1.414807], [22.036962, 9.489760, -2.260311], [22.148513, 10.532907, -0.783337], [21.143714, 6.800877, -1.961117], [19.633754, 7.389818, -1.478367], [20.358638, 6.305994, -0.344252], [25.661470, 10.970673, 6.950279], [27.484150, 10.975186, 6.984530], [27.920562, 11.766383, 8.199745], [27.685403, 9.163831, 7.404713], [25.349503, 10.384145, 6.085472], [25.285132, 11.989623, 6.958346], [25.341030, 10.437304, 7.846484], [28.726301, 8.885684, 7.264352], [27.167366, 8.581231, 6.639762], [27.272977, 9.055637, 8.402872], [17.548141, 4.764048, 3.883020], [18.614137, 5.267214, 5.285893], [18.198810, 6.671636, 5.595572], [17.866160, 4.372873, 6.685506], [17.895817, 5.345349, 3.028921], [16.498566, 4.926502, 4.115565], [17.706192, 3.732112, 3.559679], [18.335247, 4.554026, 7.648691], [17.852314, 3.291085, 6.550622], [16.840464, 4.738275, 6.783017], [22.414432, 9.368161, 4.002851], [22.564349, 7.810706, 4.868330], [21.853135, 8.035950, 6.175082], [21.300798, 6.991513, 3.809930], [22.972129, 10.082168, 4.606242], [21.434825, 9.725398, 3.683687], [22.930963, 9.324687, 3.036741], [21.285524, 7.401616, 2.801511], [20.377544, 7.358103, 4.265394], [21.452661, 5.918509, 3.894343], [23.576335, 4.969727, 0.825698], [24.671503, 6.282394, 1.453786], [23.869931, 7.528746, 1.697644], [24.996818, 5.675774, 3.142617], [24.074174, 4.005508, 0.923897], [23.359172, 5.113885, -0.232402], [22.628258, 5.000645, 1.364137], [24.400879, 6.095633, 3.951591], [26.006873, 6.054489, 3.338893], [25.124272, 4.600295, 3.278375]], "atomic_forces_ev_per_a": [[0.1, 0.0, -0.7], [0.5, 0.7, -0.8], [-0.3, -1.4, 1.4], [0.0, 0.2, 0.1], [0.0, -0.4, -0.3], [0.2, 0.3, 0.1], [0.2, 0.6, 0.4], [-0.3, -0.3, 0.4], [-0.3, 0.5, 0.3], [-0.2, -0.1, 0.3], [0.2, 0.0, -0.4], [-0.1, 0.0, -0.1], [0.0, 0.0, -0.7], [0.8, 0.2, 0.7], [-0.3, 0.8, 0.7], [0.2, 0.2, -1.0], [0.3, -1.0, -0.2], [-0.1, -0.2, -0.1], [-0.3, -0.2, 0.3], [-0.4, -0.5, -0.1], [0.3, 0.6, -0.2], [-0.3, 0.2, -0.2], [-0.1, 0.1, 0.2], [-1.4, 1.9, -0.2], [1.0, -2.0, 0.0], [0.0, 0.1, 0.5], [-0.3, 0.2, -0.8], [-0.3, -0.5, 0.5], [0.6, -0.1, -0.1], [0.3, -0.1, -0.4], [-0.3, 0.1, 0.2], [0.1, 0.0, 0.0], [0.2, 0.4, 0.2], [-0.1, -1.1, -0.3], [-0.8, 1.3, -0.3], [0.7, -0.6, 0.7], [1.7, -0.6, -0.2], [-0.4, 0.5, 0.1], [-0.1, 0.1, -0.1], [-0.1, 0.0, -0.3], [-0.2, -0.1, -0.1], [-0.2, 0.2, 0.3], [-0.6, 0.1, 0.0], [-0.1, -1.4, 0.6], [-0.8, 0.3, -1.7], [1.1, 0.3, 0.1], [0.9, -0.7, 0.9], [-0.5, 0.2, 0.0], [0.2, 0.5, 0.0], [0.1, 0.9, 0.2], [-0.1, -0.2, 0.0], [0.0, 0.3, 0.0], [-0.8, -0.2, -0.1], [-1.3, -1.1, 0.9], [1.8, 0.4, 0.1], [-0.3, -0.1, -0.8], [-1.7, 0.8, -0.6], [0.1, 0.4, -0.3], [0.0, -0.1, 0.0], [0.1, 0.1, 0.0], [0.6, -0.3, 0.5], [0.0, 0.4, 0.4], [0.5, -0.3, -0.1], [0.5, -0.7, 0.6], [0.6, 0.0, 0.9], [-0.6, -0.9, -1.1], [-0.4, 1.0, -0.9], [-0.1, 0.2, -0.1], [0.1, 0.0, -0.2], [-0.2, 0.2, 0.1], [0.1, 0.3, 0.5], [-0.3, 0.1, 0.2], [0.2, -0.3, 0.1], [0.4, -0.5, 0.2], [-0.5, 0.0, 0.8], [0.3, 0.2, -0.4], [-0.9, -0.5, -0.3], [-0.2, 0.4, 0.2], [0.0, 0.2, 0.0], [0.1, -0.1, 0.5], [0.6, 0.3, -0.4], [0.1, 0.0, -0.2], [0.0, 0.0, -0.3], [1.2, 0.7, -1.0], [-1.8, 0.6, -0.5], [0.6, -0.4, -0.1], [0.3, 0.6, 0.4], [-0.3, 0.3, 0.1], [-0.4, -0.3, 0.8], [0.3, -0.5, 0.2], [0.5, -0.3, -0.1], [-0.1, -0.5, 0.3], [-0.3, -0.1, -0.1], [-0.3, 0.2, 0.2], [-0.4, 0.0, 0.6], [0.2, -0.5, -0.3], [1.4, -0.3, 0.2], [0.0, 0.0, 0.2], [0.2, 0.3, 0.0], [0.1, -0.1, 0.2], [-0.6, 0.1, -0.6], [0.0, 0.1, 0.0], [-0.4, -0.1, -0.4]], "lowdin_charge": [-0.012, -0.299, -0.102, 0.071, -0.572, 0.169, 0.071, 0.075, 0.086, 0.062, 0.167, 0.128, 0.115, -0.256, 0.824, -0.567, -0.237, 0.042, 0.057, 0.051, 0.036, -0.010, 0.061, -0.260, 0.830, -0.560, -0.253, 0.033, 0.058, 0.054, 0.024, 0.039, 0.021, -0.252, 0.818, -0.574, -0.223, 0.035, 0.050, 0.018, 0.025, 0.055, 0.027, -0.284, 0.783, -0.551, -0.234, 0.049, 0.062, 0.053, 0.051, 0.062, 0.008, -0.198, 0.805, -0.551, -0.271, 0.057, 0.052, 0.032, 0.055, 0.058, 0.045, -0.262, 0.809, -0.571, -0.233, 0.021, 0.049, 0.055, 0.046, 0.031, 0.050, -0.238, 0.805, -0.566, -0.259, 0.043, 0.055, 0.051, 0.046, 0.052, 0.054, -0.281, 0.833, -0.556, -0.230, 0.035, 0.052, 0.029, 0.014, 0.033, 0.037, -0.250, 0.843, -0.603, -0.244, 0.052, 0.044, 0.051, 0.010, 0.029, 0.057], "homo_ev": -8.625, "multiplicity": 1, "gap_ev": 8.37, "e_above_lowest_kcal_mol": 0.0, "e_tot_ha": -5360.45145}